No. 1
Molecular formula: C10H9NO2
Method: DFT, wB97M-V/def2-TZVPD

- HOMO energy (eV) = -8.084
- charge = 0
- spin multiplicity = 1
- Kohn-Sham gap (Eh) = 0.2936
- max |F| (eV/A) = 6.67
- energy (Ha) = -591.4425
- energy relative to the best compared isomer or geometry (same formula, charge and spin) (kcal/mol) = 166.95

Geometry (Å):
C1 -2.4171 -0.7504 0.5192
C2 -1.2190 0.0902 0.2400
C3 -1.5369 1.5361 -0.0903
C4 -0.3178 2.5437 0.0504
C5 0.8820 1.9671 -0.0203
C6 1.2421 0.5468 -0.0393
C7 2.7148 -1.3315 -0.2595
C8 1.6379 -2.2357 -0.0058
C9 0.3439 -1.6535 0.2213
C10 0.0817 -0.3305 -0.0239
H1 -2.8760 -0.4100 -1.6963
H2 -2.5727 -0.7017 1.8013
H3 -2.0278 -1.8555 0.0433
H4 -2.6231 1.6515 -0.4939
H5 -0.4201 3.6175 -0.1501
H6 2.7805 2.3564 0.3385
H7 3.7911 -1.8765 -0.2623
H8 1.8635 -3.4619 -0.0764
H9 -0.5417 -2.2557 0.5039
N1 2.5843 -0.0496 -0.2316
O1 -3.3569 -0.2045 -0.5062
O2 1.9873 2.8078 0.1381

These are the natural (NBO) partial charges, in e, on atoms 1 to 4: -0.11, -0.08, -0.16, -0.27

No. 2
Molecular formula: C10H9NO2
Method: DFT, wB97M-V/def2-TZVPD

- HOMO energy (eV) = -7.810
- charge = 0
- spin multiplicity = 1
- Kohn-Sham gap (Eh) = 0.3059
- max |F| (eV/A) = 11.71
- energy (Ha) = -591.4055
- energy relative to the best compared isomer or geometry (same formula, charge and spin) (kcal/mol) = 190.15

Geometry (Å):
C1 4.1323 -0.5680 0.0749
C2 2.0207 0.2867 -0.0217
C3 1.1766 1.6219 -0.1126
C4 -0.2103 1.3474 -0.1307
C5 -0.7742 0.1121 -0.1502
C6 -0.0247 -1.0769 0.0721
C7 1.3651 -0.9331 0.0713
C8 -2.2975 -0.0203 -0.1175
C9 -4.2876 -0.7863 -0.1736
C10 -4.3153 0.6840 0.1653
H1 4.1760 -1.1606 0.7787
H2 4.1093 -1.0415 -0.7289
H3 4.9600 -0.0485 -0.3154
H4 1.9928 2.2398 -0.4078
H5 -0.8829 2.5029 -0.2181
H6 -0.4349 -1.8617 0.3054
H7 2.0232 -1.8763 0.3481
H8 -4.9914 -1.2906 0.1860
H9 -5.0013 1.2837 0.4533
N1 -3.0007 -1.1135 -0.2982
O1 3.3862 0.6181 0.0074
O2 -3.1216 1.0806 0.2122

These are the natural (NBO) partial charges, in e, on atoms 1 to 4: -0.26, 0.33, -0.27, -0.15

No. 3
Molecular formula: C10H9NO3
Method: DFT, wB97M-V/def2-TZVPD

- HOMO energy (eV) = -9.768
- charge = 0
- spin multiplicity = 1
- Kohn-Sham gap (Eh) = 0.3545
- max |F| (eV/A) = 3.36
- SMILES = O=C[C@H]1[C@H](c2ccccc2)[C@H]1[N+](=O)[O-]
- energy (Ha) = -666.7989
- energy relative to the best compared isomer or geometry (same formula, charge and spin) (kcal/mol) = 86.77

Geometry (Å):
C1 -3.4949 0.3592 -0.0486
C2 -2.6328 1.3668 -0.4414
C3 -2.9839 -0.8158 0.4797
C4 -1.2647 1.1997 -0.3125
C5 -1.6189 -0.9837 0.6172
C6 -0.7466 0.0271 0.2212
C7 2.6355 -1.8060 -0.0248
C8 0.7055 -0.1659 0.4289
C9 1.5976 -0.8794 -0.5537
C10 1.7838 0.6328 -0.5136
N1 2.8723 1.2786 0.1463
O1 2.9366 -2.8306 -0.5688
O2 3.3171 0.7985 1.1660
O3 3.2606 2.3056 -0.3680
H1 -4.5625 0.4848 -0.1506
H2 -3.0187 2.2916 -0.8447
H3 -3.6544 -1.6033 0.7879
H4 -0.6020 1.9986 -0.6091
H5 -1.2194 -1.8996 1.0286
H6 3.0912 -1.4853 0.9261
H7 1.0432 -0.2284 1.4597
H8 1.1454 -1.2431 -1.4722
H9 1.4102 1.1980 -1.3534

These are the natural (NBO) partial charges, in e, on atoms 1 to 4: -0.21, -0.19, -0.20, -0.24

No. 4
Molecular formula: C118H76Br6O16
Method: DFT, wB97M-V/def2-TZVPD

- HOMO energy (eV) = -9.329
- charge = 0
- spin multiplicity = 1
- Kohn-Sham gap (Eh) = 0.2905
- max |F| (eV/A) = 4.40
- SMILES = O=C1c2ccccc2C(=O)c2ccccc21.O=C1c2ccccc2C(=O)c2ccccc21.O=C1c2ccccc2C(=O)c2ccccc21.O=C1c2ccccc2C(=O)c2ccccc21.O=C1c2ccccc2C(=O)c2ccccc21.O=C1c2ccccc2C(=O)c2ccccc21.O=C1c2ccccc2C(=O)c2ccccc21.O=C1c2ccccc2C(=O)c2ccccc21.BrCCBr.BrCCBr.BrCCBr
- energy (Ha) = -21190.2607

Geometry (Å):
C1 3.2729 1.0761 4.2649
C2 1.9775 0.7097 4.4730
C3 1.3240 1.1090 5.6228
C4 2.0399 1.7881 6.5875
C5 3.3398 2.0807 6.4333
C6 3.9871 1.6980 5.2545
C7 4.2016 2.6721 7.5327
O1 5.4310 2.6158 7.4986
C8 3.4542 3.1620 8.6314
C9 4.1664 3.9813 9.5763
C10 3.5106 4.4351 10.7328
C11 2.1948 4.0253 10.9633
C12 1.5115 3.2807 10.0294
C13 2.1446 2.8868 8.8511
C14 1.3565 2.0431 7.8863
O2 0.2800 1.5877 8.2709
H1 3.7652 0.7653 3.4003
H2 1.5013 -0.0085 3.7521
H3 0.3336 0.7729 5.9174
H4 4.9669 1.9860 5.0656
H5 5.2307 4.0330 9.4617
H6 4.0209 4.9744 11.4971
H7 1.7260 4.3232 11.9779
H8 0.4554 2.9177 10.1826
C15 6.6705 1.9425 -3.4288
C16 7.4456 1.1486 -4.2828
C17 8.8071 1.0803 -4.0985
C18 9.3701 1.6959 -2.9736
C19 8.6183 2.4668 -2.0505
C20 7.2618 2.5695 -2.3053
C21 9.2525 3.0088 -0.8329
O3 8.6675 3.6471 -0.0074
C22 10.6911 2.6603 -0.6445
C23 11.2385 2.9377 0.6030
C24 12.5562 2.6759 0.8861
C25 13.3291 1.9157 0.0181
C26 12.8001 1.5946 -1.2837
C27 11.5038 2.0899 -1.5555
C28 10.8977 1.6062 -2.8378
O4 11.5868 1.0586 -3.6697
H9 5.6428 2.1962 -3.7447
H10 6.9892 0.6655 -5.1480
H11 9.5383 0.5527 -4.7039
H12 6.5951 3.1603 -1.6514
H13 10.6135 3.4247 1.3535
H14 12.9737 3.0388 1.7669
H15 14.3396 1.5718 0.2644
H16 13.3280 1.0088 -1.9814
C29 -3.3661 -2.8714 -2.7053
C30 -2.9873 -1.5292 -2.6093
C31 -3.6968 -0.5709 -3.3432
C32 -4.6107 -0.9862 -4.2725
C33 -5.0665 -2.2957 -4.3791
C34 -4.3904 -3.2599 -3.5659
C35 -6.0676 -2.7254 -5.3270
O5 -6.4978 -3.8828 -5.3453
C36 -6.5554 -1.7352 -6.2773
C37 -7.5683 -2.0467 -7.1755
C38 -8.1899 -1.0662 -7.9700
C39 -7.8112 0.2414 -7.7999
C40 -6.8279 0.6134 -6.9256
C41 -6.2129 -0.3618 -6.1507
C42 -5.2795 0.0746 -5.1089
O6 -4.9796 1.2126 -4.8895
H17 -2.8130 -3.6090 -2.1219
H18 -2.2267 -1.2442 -1.9276
H19 -3.5243 0.4183 -3.2021
H20 -4.6139 -4.3104 -3.6494
H21 -7.9423 -3.0902 -7.1882
H22 -9.0290 -1.3176 -8.5993
H23 -8.3149 1.0367 -8.3898
H24 -6.4739 1.6503 -6.8304
C43 0.4899 -4.9817 2.5434
C44 1.7847 -5.5116 2.2922
C45 2.8434 -5.1253 3.0916
C46 2.7016 -4.2052 4.1001
C47 1.4194 -3.7904 4.4721
C48 0.2887 -4.1586 3.6412
C49 1.1872 -2.9392 5.6277
O7 0.0831 -2.6387 6.0291
C50 2.4131 -2.4288 6.4124
C51 2.2000 -1.6515 7.5047
C52 3.2296 -1.0709 8.1952
C53 4.5130 -1.2751 7.7002
C54 4.7654 -2.1404 6.6352
C55 3.6927 -2.7687 5.9550
C56 3.9319 -3.7399 4.8482
O8 5.0351 -4.1127 4.4958
H25 -0.3432 -5.2746 1.9594
H26 1.8883 -6.1442 1.4364
H27 3.8276 -5.4541 2.8355
H28 -0.7314 -3.8324 3.9186
H29 1.1456 -1.3950 7.7512
H30 2.9781 -0.4519 9.0586
H31 5.3540 -0.7081 8.1529
H32 5.7791 -2.3333 6.3260
C57 -7.7347 2.8114 0.6748
C58 -6.7481 3.6944 0.2724
C59 -5.4393 3.4574 0.6350
C60 -5.1178 2.5374 1.6267
C61 -6.1439 1.7077 2.0827
C62 -7.4560 1.8176 1.5740
C63 -5.7971 0.7590 3.2367
O9 -6.7154 0.1316 3.7326
C64 -4.3911 0.5869 3.5527
C65 -4.1379 -0.3212 4.5665
C66 -2.7950 -0.6463 4.9045
C67 -1.7643 -0.0375 4.2452
C68 -2.0041 1.0028 3.3136
C69 -3.3057 1.3650 3.0275
C70 -3.6307 2.3459 1.9447
O10 -2.7657 2.8517 1.2371
H33 -8.8211 2.8453 0.3744
H34 -6.9996 4.4750 -0.3867
H35 -4.6689 3.9631 0.1028
H36 -8.1248 1.0381 1.8522
H37 -4.9751 -0.8123 5.0523
H38 -2.6535 -1.3696 5.6834
H39 -0.7127 -0.3423 4.4137
H40 -1.1388 1.5039 2.8601
C71 -2.9097 -2.0088 1.7430
C72 -3.6283 -2.8784 2.5518
C73 -5.0253 -3.0039 2.4890
C74 -5.6741 -2.2835 1.4727
C75 -4.9541 -1.4196 0.6348
C76 -3.5758 -1.2664 0.8223
C77 -5.6685 -0.5542 -0.3092
O11 -5.0621 0.3873 -0.8225
C78 -7.0792 -0.7701 -0.4559
C79 -7.8097 -0.3315 -1.5905
C80 -9.1978 -0.4712 -1.6555
C81 -9.8988 -0.9798 -0.5420
C82 -9.2204 -1.5493 0.5109
C83 -7.8270 -1.4740 0.5008
C84 -7.1598 -2.3601 1.5244
O12 -7.7369 -2.9993 2.3784
H41 -1.9084 -1.9010 1.9596
H42 -3.0661 -3.4411 3.3299
H43 -5.6096 -3.6106 3.1307
H44 -3.0319 -0.4096 0.3756
H45 -7.2137 0.1357 -2.3849
H46 -9.6671 0.1335 -2.4319
H47 -10.9995 -0.8327 -0.6196
H48 -9.6704 -2.0273 1.3715
C85 2.1243 3.7500 -5.9659
C86 2.5899 2.4791 -5.7257
C87 1.7506 1.3416 -5.8048
C88 0.3843 1.5609 -6.0246
C89 -0.1125 2.8617 -6.3282
C90 0.7914 3.9278 -6.3390
C91 -1.5197 3.1009 -6.8238
O13 -1.9934 4.2235 -6.9585
C92 -2.2033 1.9006 -7.2463
C93 -3.3516 1.9644 -7.9591
C94 -3.9894 0.8175 -8.3510
C95 -3.5118 -0.4523 -8.0012
C96 -2.3827 -0.5059 -7.1899
C97 -1.7588 0.6422 -6.7760
C98 -0.6032 0.4745 -5.9525
O14 -0.3685 -0.5177 -5.2834
H49 2.6846 4.6293 -5.9305
H50 3.6613 2.2755 -5.5941
H51 2.1145 0.3994 -5.5155
H52 0.4794 4.9394 -6.4936
H53 -3.6520 2.9442 -8.2682
H54 -4.8835 0.9115 -8.9789
H55 -4.0121 -1.2859 -8.3611
H56 -2.0385 -1.5267 -6.9742
C99 -0.4710 1.7717 -2.3286
C100 -1.3041 1.3900 -1.2452
C101 -0.8257 0.6036 -0.2275
C102 0.5436 0.3455 -0.1865
C103 1.3494 0.7725 -1.2614
C104 0.8577 1.3852 -2.3921
C105 2.8840 0.6502 -1.1492
O15 3.6016 1.2475 -1.9307
C106 3.4318 -0.1444 -0.0515
C107 4.7219 -0.5175 -0.0410
C108 5.2560 -1.3791 0.8697
C109 4.4441 -1.8893 1.8504
C110 3.1036 -1.5486 1.8942
C111 2.5934 -0.6966 0.9655
C112 1.1580 -0.2963 1.0616
O16 0.4600 -0.5736 2.0214
H57 -0.8785 2.2674 -3.1768
H58 -2.3300 1.7829 -1.1744
H59 -1.3565 0.4846 0.7071
H60 1.5287 1.6803 -3.2013
H61 5.3131 -0.1673 -0.8879
H62 6.2763 -1.6022 0.9281
H63 4.9019 -2.5268 2.6043
H64 2.4340 -1.9669 2.7262
Br1 7.0637 -4.7597 -0.1102
C113 5.4378 -5.7504 0.5022
C114 5.4700 -7.2524 0.1657
Br2 3.8444 -7.9633 0.7012
H65 4.6323 -5.3072 -0.0750
H66 5.3190 -5.4663 1.5344
H67 6.2333 -7.7679 0.7746
H68 5.6951 -7.4520 -0.8482
Br3 2.8878 -3.5074 -3.8744
C115 1.8220 -2.0323 -3.3160
C116 0.4956 -2.4345 -2.6995
Br4 0.6000 -3.0855 -0.8618
H69 1.6727 -1.4397 -4.1993
H70 2.3663 -1.4956 -2.5294
H71 -0.0683 -3.2010 -3.2353
H72 -0.1344 -1.5384 -2.6946
Br5 -7.9256 2.9418 -3.1297
C117 -6.3325 3.7147 -4.0453
C118 -5.1803 3.8422 -3.0199
Br6 -3.5605 4.4659 -3.9575
H73 -6.6411 4.7128 -4.2881
H74 -5.9928 3.0272 -4.8343
H75 -4.8664 2.9488 -2.5391
H76 -5.4349 4.5784 -2.2957

These are the Löwdin partial charges, in e, on atoms 1 to 4: -0.04, -0.04, 0.01, -0.12

No. 5
Molecular formula: C11H10BrF3Hf
Method: DFT, wB97M-V/def2-TZVPD

- HOMO energy (eV) = -8.735
- charge = 0
- spin multiplicity = 1
- Kohn-Sham gap (Eh) = 0.2955
- max |F| (eV/A) = 3.45
- energy (Ha) = -3346.8235

Geometry (Å):
C1 1.9023 0.5631 2.0833
C2 0.4996 0.3660 2.2471
C3 0.0585 -0.5521 1.2538
H1 -0.1368 0.7705 3.0394
C4 1.1999 -0.9519 0.4724
C5 2.3446 -0.3110 1.0269
H2 3.3790 -0.5795 0.8145
H3 2.5639 1.1489 2.7353
H4 -0.9483 -0.9652 1.1673
H5 1.2212 -1.7373 -0.2878
Hf1 1.0869 1.3758 -0.0407
Br1 -0.0176 3.2261 1.2172
C6 2.1180 1.8288 -2.1341
C7 3.2367 1.0619 -1.6414
C8 3.6184 1.6048 -0.3861
H6 3.8498 0.3789 -2.2513
C9 2.8597 2.8150 -0.1481
C10 2.0097 3.0121 -1.2936
H7 1.4208 3.8917 -1.5339
H8 1.7622 1.7523 -3.1687
H9 4.5425 1.3291 0.1435
H10 3.0363 3.5047 0.6754
F1 -1.6677 -0.2096 -1.0588
C11 -1.0728 1.0233 -1.2588
F2 -0.8905 1.1273 -2.6288
F3 -2.0681 1.9402 -0.9618

These are the natural (NBO) partial charges, in e, on atoms 1 to 4: -0.39, -0.26, -0.29, 0.26

No. 6
Molecular formula: C11H10BrF3Lu
Method: DFT, wB97M-V/def2-TZVPD

- HOMO energy (eV) = -4.364
- charge = -1
- spin multiplicity = 1
- Kohn-Sham gap (Eh) = 0.2784
- max |F| (eV/A) = 3.09
- energy (Ha) = -4534.3845

Geometry (Å):
C1 1.9861 -0.9478 0.3212
C2 1.3321 -1.7975 1.2526
C3 0.4225 -2.6135 0.5090
H1 1.6921 -1.9560 2.2607
C4 0.4978 -2.2695 -0.8616
C5 1.4332 -1.1884 -0.9707
H2 1.8516 -0.8391 -1.9199
H3 2.8633 -0.3524 0.5473
H4 -0.1026 -3.4599 0.9113
H5 0.0135 -2.8215 -1.6820
Lu1 -0.2798 -0.2334 0.6318
Br1 0.0074 0.1632 3.2828
C6 -1.3996 2.4820 -1.3336
C7 -0.4344 2.2504 -2.3563
C8 0.8622 2.4896 -1.8033
H6 -0.6439 1.9996 -3.4016
C9 0.6963 2.8628 -0.4361
C10 -0.7039 2.8823 -0.1490
H7 -1.1592 3.2055 0.7916
H8 -2.4848 2.4255 -1.4538
H9 1.8099 2.4573 -2.3530
H10 1.4981 3.1405 0.2541
F1 -1.5600 -2.1970 2.8981
C11 -2.2060 -1.7441 1.7348
F2 -2.7014 -2.8899 1.1677
F3 -3.2906 -1.0487 2.1580

These are the natural (NBO) partial charges, in e, on atoms 1 to 4: -0.41, -0.42, -0.35, 0.27